{
  "formula": "C3H9NO",
  "method": "wB97M-V/def2-TZVPD",
  "elements": ["H", "H", "H", "C", "H", "H", "H", "H", "H", "H", "C", "C", "O", "N"],
  "xyz": [[0.8944, 1.8868, 0.2442], [-0.7640, 2.6884, 0.5474], [-0.1022, -2.3168, -0.4528], [-0.1402, 2.0030, -0.0079], [1.6507, -0.3412, -0.0745], [-2.1982, 0.2272, -0.2466], [1.1620, -0.8659, 1.6650], [0.0832, 0.5968, -1.4404], [-0.8749, -1.2848, 0.5892], [1.8471, -2.0293, 0.5411], [-0.6696, 1.1397, -0.8635], [1.2003, -1.0851, 0.5450], [-1.9866, 0.7823, -0.9990], [-0.1019, -1.4012, -0.0470]],
  "nbo_charge": [0.205, 0.195, 0.366, -0.508, 0.185, 0.480, 0.197, 0.161, 0.350, 0.185, 0.170, -0.418, -0.711, -0.857],
  "e_lumo_ev": 0.823,
  "energy_ev": -6792.468,
  "fmax_ev_per_a": 2.9,
  "smiles": "C=CO.CN",
  "de_lowest_kcal_mol": 59.68,
  "homo_lumo_gap_ev": 9.80
}

***

{
  "formula": "C32H61B2F4N5O7SSi3Sr",
  "method": "wB97M-V/def2-TZVPD",
  "elements": ["C", "H", "H", "H", "H", "F", "C", "C", "N", "N", "B", "H", "H", "O", "H", "S", "C", "H", "C", "C", "C", "C", "C", "H", "H", "H", "H", "O", "Sr", "C", "C", "H", "F", "F", "H", "H", "H", "H", "H", "C", "O", "H", "H", "O", "C", "B", "H", "H", "C", "H", "H", "H", "H", "C", "F", "N", "H", "C", "O", "H", "H", "H", "H", "N", "C", "H", "O", "H", "C", "C", "H", "H", "H", "H", "N", "H", "H", "C", "H", "C", "H", "C", "H", "C", "H", "H", "H", "H", "C", "Si", "H", "H", "H", "H", "H", "H", "H", "C", "C", "C", "H", "C", "O", "H", "H", "C", "Si", "H", "Si", "C", "H", "H", "H", "H", "C", "C"],
  "xyz": [[1.0772, 4.0868, -2.8420], [5.9028, 0.4297, -3.0937], [-3.9527, 3.5182, -0.4062], [2.7898, 3.1071, 1.2015], [2.2982, -2.1339, -1.0869], [-4.3568, 1.4860, 1.1464], [0.5781, 3.0272, -2.1154], [2.4543, 4.2151, -2.9405], [-1.8771, 1.9553, -0.0649], [1.3257, 2.0954, -1.5108], [-1.0701, -2.0777, -2.4616], [0.9443, 2.4915, 3.5540], [0.4038, 4.7914, -3.3047], [2.7574, -2.4509, 2.6776], [-3.9106, 1.2805, -3.4969], [0.3269, -3.3483, 1.0322], [0.8713, 0.3298, 3.6386], [-3.8160, 3.3724, -2.1846], [3.2482, 3.2800, -2.3161], [-0.2732, 0.1626, 4.6216], [-0.2276, -3.6493, 6.2186], [-0.3497, -5.1398, 4.2098], [-0.4449, -3.7067, 4.7107], [-1.9357, -3.1524, 3.2617], [4.0890, -2.7849, 4.9603], [5.7386, -1.3196, -3.2223], [-1.8124, -2.0440, 4.6345], [-2.6540, 0.4634, 2.3683], [-0.0834, 0.3699, 0.0872], [-2.2277, 1.0817, -2.2097], [-4.0384, -1.7005, 1.7848], [-4.7603, 2.2007, -1.2579], [-0.5102, -2.8037, -3.4763], [-3.4893, 2.4904, 3.0365], [-1.1604, -5.7315, 4.6341], [0.5955, -5.5924, 4.5085], [6.8577, 1.7656, -0.9978], [2.8920, -1.1270, -4.2400], [-4.0024, -1.7596, 2.8722], [4.9941, -3.1682, 2.4223], [-0.8948, -0.6332, -2.8615], [2.8998, 5.0303, -3.4950], [6.9014, 2.9058, 0.3455], [-0.2931, -2.5057, -1.2419], [0.7462, 1.6493, 2.8915], [-3.2187, 1.7676, 1.9098], [6.2359, -0.5968, -1.6986], [-0.3184, -2.6271, 6.5815], [3.1233, -4.8194, 2.3283], [3.0387, 0.3747, 3.6597], [4.0821, 2.9751, 2.3868], [3.7889, -5.6568, 2.5365], [3.0570, -4.6848, 1.2497], [-3.8679, 2.8268, -1.2406], [-2.4336, -2.2881, -2.2962], [-2.0258, -0.3382, 1.4545], [-0.2638, 1.7894, 2.4970], [3.5470, 1.1935, -1.0493], [-2.2699, 2.6042, 1.0835], [1.4948, 1.6949, 2.0950], [2.8296, 0.6312, -4.1240], [-2.5416, 0.3669, -4.1791], [3.8884, -2.7632, -1.4171], [-0.6484, -2.1786, 0.1059], [-1.7781, -3.0903, 4.3352], [4.3236, 3.3393, -2.3787], [0.7951, -0.7054, 2.6028], [4.4383, -4.5045, 4.7497], [2.6632, 2.2146, -1.6170], [3.7335, -3.7098, 4.5060], [4.4103, -0.3558, 1.5863], [-4.4808, -2.6113, 1.3950], [-1.9774, -4.3011, -0.5912], [3.6355, -1.7805, 0.0178], [-1.3686, 0.1920, -1.8868], [-0.4398, -5.1790, 3.1243], [1.6226, -0.3637, -3.3053], [-2.6648, -1.4783, 1.2278], [-4.6687, -0.8484, 1.5387], [-2.8250, 1.2191, -3.5682], [-3.5568, -3.5308, -0.5795], [-2.0254, -2.4387, 0.4322], [0.7643, -4.0211, 6.4719], [5.5848, -0.4653, -2.5615], [-0.9686, -4.2621, 6.7298], [5.7032, 0.6305, 2.2608], [-2.4767, 2.1345, -4.0506], [5.7257, -3.9436, 2.6467], [3.3578, -1.8910, -1.0309], [4.7224, 1.7731, 0.2964], [-0.4911, 2.9168, -1.9946], [4.2285, 4.0941, 1.0386], [2.7673, -3.9542, 4.9358], [-0.2623, 1.0008, 5.3193], [2.1368, -5.0837, 2.7065], [2.3257, -0.7377, 4.8304], [5.9711, -0.2950, 0.7924], [3.8723, 3.1046, 1.3251], [2.2114, 0.2324, 4.3498], [6.2778, 2.5125, -0.4605], [-0.1516, -0.7549, 5.1905], [5.2374, 0.3026, 1.3312], [0.6280, -2.9337, 4.1402], [5.3366, -2.2302, 2.8556], [-2.5898, -3.6207, 4.8334], [2.6774, -0.2950, -3.5691], [1.1385, -2.2980, 2.7425], [6.0715, 3.3376, -1.1402], [3.7745, -0.3899, -2.0598], [-2.6657, -3.7175, 0.0178], [-2.9479, -4.3109, 0.8914], [2.2631, 0.9988, 5.1227], [4.9327, -3.0514, 1.3416], [-1.2313, 0.1624, 4.1064], [-2.6462, 1.9893, -1.0861], [3.6382, -3.5491, 2.9944]],
  "lowdin_charge": [-0.048, 0.032, 0.093, 0.010, 0.015, 0.136, -0.121, -0.044, -0.095, 0.050, -1.131, 0.111, 0.107, -0.144, 0.091, 0.927, -0.585, 0.089, -0.024, -0.003, -0.017, -0.030, -0.625, 0.068, 0.091, 0.035, 0.080, -0.002, 1.487, -0.257, 0.016, 0.103, 0.178, 0.180, 0.093, 0.085, 0.023, 0.044, 0.089, -0.028, 0.018, 0.114, 0.039, -0.080, -0.027, -1.121, 0.020, 0.082, -0.033, 0.081, 0.033, 0.096, 0.081, 0.002, 0.152, -0.029, 0.071, -0.184, 0.019, 0.055, 0.037, 0.090, 0.049, -0.479, -0.013, 0.100, -0.189, 0.092, -0.389, -0.016, 0.006, 0.077, 0.088, 0.002, -0.090, 0.058, 0.022, -0.275, 0.088, 0.013, 0.094, -0.303, 0.083, -0.171, 0.092, 0.042, 0.095, 0.093, -0.144, 0.486, 0.086, 0.035, 0.066, 0.105, 0.059, 0.081, 0.034, -0.157, -0.011, -0.165, 0.065, -0.175, -0.133, 0.080, 0.101, -0.145, 0.043, 0.020, 0.489, -0.044, 0.089, 0.099, 0.074, 0.080, -0.265, -0.621],
  "e_lumo_ev": [-0.435, -1.312],
  "energy_ev": -103497.111,
  "fmax_ev_per_a": 2.8,
  "de_lowest_kcal_mol": 35.10,
  "homo_lumo_gap_ev": [8.28, 6.23]
}

***

{
  "formula": "C40H112ClNO24SSi",
  "method": "wB97M-V/def2-TZVPD",
  "elements": ["H", "H", "H", "O", "H", "H", "C", "H", "C", "O", "H", "H", "C", "H", "H", "H", "O", "H", "H", "C", "C", "H", "H", "H", "H", "C", "H", "H", "H", "O", "H", "C", "O", "H", "O", "H", "H", "H", "H", "C", "H", "H", "H", "H", "O", "C", "O", "O", "H", "H", "H", "H", "H", "H", "H", "H", "C", "H", "H", "C", "O", "H", "H", "H", "H", "H", "H", "H", "H", "C", "C", "H", "C", "H", "C", "H", "C", "C", "H", "H", "H", "C", "O", "H", "C", "O", "H", "H", "H", "C", "H", "H", "H", "H", "H", "H", "H", "H", "C", "H", "H", "C", "C", "H", "H", "H", "H", "H", "Cl", "H", "H", "H", "O", "H", "C", "H", "Si", "O", "H", "O", "H", "H", "H", "O", "C", "H", "O", "O", "H", "H", "H", "H", "H", "H", "O", "C", "H", "O", "C", "C", "C", "C", "C", "H", "H", "C", "H", "C", "H", "C", "S", "H", "H", "H", "C", "N", "H", "H", "C", "H", "C", "O", "H", "H", "C", "H", "C", "O", "H", "H", "O", "H", "H", "H", "H", "O", "C", "H", "H", "H"],
  "xyz": [[-0.4982, 2.5196, 5.7831], [-1.0350, 11.0473, -3.3920], [-4.3831, -4.7760, 1.7807], [-4.6989, -7.5680, 2.0599], [5.9427, -1.6679, 3.1501], [-3.3491, -9.1440, 2.0561], [-1.3454, 5.9497, 3.9620], [-2.8021, -7.5138, -4.5082], [0.8504, 1.7430, 3.4009], [-1.0302, -0.6596, 3.7527], [6.0464, 2.9167, -1.3488], [-3.2436, -1.8768, 1.4366], [0.0346, -3.7234, 1.0946], [4.9297, 0.4473, -1.3419], [0.9843, 9.6380, -2.7209], [-1.9126, 1.0896, -0.6876], [3.5945, 4.2753, -2.7663], [-0.9333, 7.4703, -0.6843], [7.3590, -0.4683, 5.2894], [-1.4438, 2.0070, -1.0521], [-1.3042, -0.4754, 5.1359], [3.7318, -2.7913, -6.6280], [-3.0177, -5.8794, -5.1691], [4.5871, 3.7171, -0.6128], [-0.7045, -3.7360, 3.0745], [2.9041, 9.8400, -2.5057], [-5.0230, -11.2657, -0.5168], [2.5284, -4.0961, -6.5473], [1.3061, 1.5681, 4.3805], [-1.2293, 10.4592, -2.6537], [-2.2620, -11.7066, -0.9643], [2.6232, 3.3360, -3.2298], [1.7670, 9.1763, -3.0430], [-1.0938, 0.7720, 1.5911], [0.4679, 1.0929, 0.2262], [-0.5569, 7.7006, -2.3963], [-3.1050, 1.1214, 7.2399], [-3.1542, -12.1727, 0.4996], [-3.1845, -5.5585, 2.8323], [-0.6148, 5.6097, -1.7331], [-0.1840, -0.6179, 1.0510], [3.1046, 0.8860, -7.9179], [3.9491, -0.6197, 2.6681], [-1.2563, -2.3404, 2.0920], [-3.2706, -10.1039, -5.0820], [-3.2315, -12.0130, -0.5788], [-2.7307, -7.3935, -6.5499], [-0.0673, -1.9071, -1.7191], [-2.5490, 3.6269, 5.8363], [-3.1608, -10.5117, -3.0806], [0.6315, -7.6592, -7.9699], [1.6276, -6.1809, -5.7630], [-0.5917, 3.1985, 2.8267], [6.1573, 3.8969, 0.1359], [-1.3805, 1.7538, 3.4023], [-2.4314, -6.7671, -7.2177], [-0.2318, 2.2677, -0.1543], [7.3093, -2.3996, 4.0171], [0.3119, 3.2542, -2.7472], [0.8665, 0.4219, 2.5823], [-3.5451, 0.1508, 1.6950], [3.6621, 0.1626, -6.3807], [-1.7295, -2.8309, 0.0740], [0.0982, -7.8263, -6.2815], [3.0028, -0.0590, 4.0310], [5.7674, -2.0951, 4.8658], [-3.3631, -8.7958, -3.4771], [0.1481, -4.7849, 1.3119], [-2.6023, 3.6839, 4.0799], [3.3557, 1.0884, -6.8736], [-0.3283, 7.1027, -1.5170], [1.7147, 3.8614, -3.5354], [0.9400, -7.5758, -6.9311], [3.7484, 2.1217, 3.8501], [-2.8682, -9.7254, -3.7693], [-3.0098, -9.3985, -5.6870], [-3.9859, -4.8181, 2.7919], [-0.5303, 2.4120, 3.5803], [1.7676, -8.2643, -6.7437], [-3.1314, 5.8664, 2.7140], [-3.6521, -8.3807, 0.4695], [-2.4693, -6.8187, -5.2740], [-1.1565, 1.7806, -2.4165], [-0.8945, -1.2673, 5.7726], [5.5289, 3.2029, -0.4344], [-0.9855, 5.3505, -3.0788], [-1.6952, 6.6090, 1.9862], [-1.5814, -4.5512, -0.0769], [-1.0308, 1.0582, 9.1683], [-0.6463, 3.1707, 4.9229], [1.4724, 2.4488, 2.8483], [-3.5325, -12.9438, -1.0649], [0.1674, 11.4109, -1.4391], [-1.3974, -6.6375, -5.1550], [7.6533, 0.9345, 0.5308], [-6.2313, 4.3460, -1.0140], [0.3303, 5.0924, -1.5299], [1.6102, -2.2109, 2.3341], [0.7595, -2.1701, 3.0134], [-0.4622, 2.5536, -4.1286], [4.1748, 1.8037, -6.8359], [-0.4110, -2.9538, 2.3789], [7.0083, 1.2532, 1.3494], [2.9336, 10.8816, -2.8403], [3.7881, 4.8696, -3.4984], [6.8911, 0.4130, 2.0431], [2.8837, 9.8081, -1.4124], [-4.8198, 3.3064, -1.3555], [-1.6172, -3.8576, -3.0136], [-1.9936, 4.1224, -4.2699], [4.7765, -0.6755, 0.0366], [1.0694, -2.7230, 3.9034], [-2.2442, 0.8106, 7.5407], [-0.9174, 0.4901, 5.4548], [-4.0477, -1.1468, 1.3800], [7.4400, 2.0610, 1.9397], [5.2967, 1.7115, 0.7057], [6.9034, -0.4092, 4.4432], [-5.4377, -8.1661, 1.9078], [-0.3787, 6.6123, 4.0424], [-1.8257, 4.8353, 2.1832], [2.2556, -0.4835, 1.3673], [0.1535, 3.9149, 4.8912], [1.8196, -2.1667, -6.2707], [2.8420, -3.1432, -6.1112], [1.0389, -2.4901, -5.8088], [-4.1712, -10.9786, -0.8622], [1.0025, -4.0445, -1.7814], [-1.4922, 12.0634, -1.3601], [0.7095, 7.2476, -1.2279], [1.0164, -3.3940, 0.7512], [-5.6027, 3.2526, 0.2377], [-1.9881, 2.4903, 8.7355], [3.0739, -3.2822, -5.0519], [4.2140, 2.2237, 1.8864], [-0.0865, 0.4391, 1.3474], [-2.1722, 2.8099, -0.8723], [1.3587, -6.2348, -6.6864], [-2.0006, 1.4007, 8.8164], [-1.6350, 4.1011, -3.2397], [-3.5301, -8.1984, 1.5392], [4.1780, 1.4718, 3.0785], [-0.6558, 2.9040, -3.1144], [-3.1915, 0.1073, 2.5915], [-0.6030, 2.7708, 0.7486], [3.2943, 0.1952, 3.0042], [3.0137, 2.7632, -4.0713], [-0.8959, 11.1530, -1.4516], [0.5042, 2.9402, -0.5934], [6.4585, -1.7197, 4.1063], [-0.1982, -3.3078, -1.6254], [3.4429, 0.4248, -0.4115], [5.1588, 1.1684, 3.4630], [-4.7834, -5.1053, 3.4780], [-1.9884, 3.9278, 4.9504], [2.2026, 0.2621, 2.0460], [-2.7692, 1.0953, 9.5302], [-2.5263, 4.0119, -2.6095], [0.3764, -0.7521, 3.4852], [0.8613, -0.6143, 4.4583], [-0.9988, -3.6301, -0.0398], [-3.4852, -3.5194, 3.1145], [-1.3667, 5.2324, -1.0288], [-4.2229, 5.4855, -0.8328], [4.5268, 0.3236, -0.3319], [-2.3890, -0.4823, 5.2400], [-5.3275, 3.9007, -0.5906], [-4.4612, 4.9169, -0.0911], [-3.1372, -3.5573, 4.0119], [1.5264, 0.9899, -6.2469], [2.2334, 1.6432, -6.1998], [-1.7818, -9.5967, -3.7291], [3.7959, 9.3282, -2.8592], [-4.4473, -1.1229, 0.3669], [2.3877, 2.6565, -2.4115], [-1.8311, 5.3508, 5.0894], [-2.0455, 5.8072, 2.6231], [-2.6826, -7.5350, 1.6986], [-1.1131, 10.4981, -0.6116], [-4.8406, -1.4231, 2.0763]],
  "lowdin_charge": [0.096, 0.083, 0.084, -0.136, 0.060, 0.078, -0.550, 0.037, -0.083, -0.177, 0.032, 0.035, -0.191, 0.028, 0.026, 0.128, -0.129, 0.061, 0.080, -0.166, -0.082, 0.077, 0.075, 0.015, 0.103, -0.159, 0.077, 0.055, 0.116, -0.132, 0.076, -0.131, -0.131, 0.104, -0.104, 0.067, 0.080, 0.074, 0.062, -0.255, 0.129, 0.077, 0.100, 0.072, -0.110, -0.153, -0.122, -0.320, 0.115, 0.056, 0.083, 0.073, 0.085, 0.028, 0.100, 0.086, -0.155, 0.079, 0.057, -0.366, -0.128, 0.068, 0.084, 0.055, 0.117, 0.079, 0.064, 0.112, 0.118, -0.156, -0.049, 0.064, -0.144, 0.110, -0.163, 0.041, -0.142, -0.185, 0.080, 0.092, 0.072, -0.149, -0.109, 0.102, -0.159, -0.139, 0.082, 0.095, 0.081, -0.140, 0.130, 0.080, 0.072, 0.067, 0.037, 0.076, 0.105, 0.100, -0.097, 0.128, 0.076, -0.168, -0.149, 0.073, 0.078, 0.000, 0.077, 0.068, 0.372, 0.122, 0.022, 0.116, -0.145, 0.059, -0.141, 0.040, 0.448, -0.136, 0.079, 0.147, 0.066, 0.104, 0.124, -0.128, -0.149, 0.071, -0.143, -0.322, 0.078, 0.070, 0.099, 0.078, 0.077, 0.080, -0.202, -0.124, 0.105, -0.139, -0.138, -0.169, -0.144, -0.250, -0.177, 0.053, 0.109, -0.177, 0.070, -0.145, 0.114, -0.153, 0.301, 0.020, 0.088, 0.081, -0.169, 0.018, 0.077, 0.105, -0.271, 0.127, -0.262, -0.149, 0.108, 0.070, -0.151, 0.089, -0.153, -0.140, 0.081, 0.073, -0.136, 0.086, 0.076, 0.085, 0.084, -0.015, 0.024, 0.065, 0.081, 0.079],
  "e_lumo_ev": 0.111,
  "energy_ev": -125153.024,
  "fmax_ev_per_a": 2.4,
  "de_lowest_kcal_mol": 0.00,
  "homo_lumo_gap_ev": 8.32
}

***

{
  "formula": "C5H16N8O7Zn",
  "method": "wB97M-V/def2-TZVPD",
  "elements": ["N", "C", "H", "H", "H", "C", "O", "O", "O", "O", "H", "N", "H", "H", "N", "H", "O", "N", "H", "O", "H", "H", "H", "O", "N", "N", "H", "C", "C", "N", "H", "H", "N", "H", "C", "Zn", "H"],
  "xyz": [[-3.1097, -1.9415, 0.4299], [-0.8410, 1.9618, 2.2167], [-0.7812, 0.6586, -4.0267], [2.9743, -0.9970, -1.0953], [-2.4036, 3.0603, 2.7544], [-1.9538, -2.2105, 0.9160], [1.7741, -1.8947, 1.5214], [-0.9992, -1.4983, 0.9208], [3.2916, -2.8682, 0.6954], [2.0045, 1.0146, 0.0889], [4.3093, 2.0132, -1.8085], [-1.9697, -3.4271, 1.3048], [-3.3183, -1.0964, -0.0823], [-3.7373, -2.7151, 0.2634], [-0.2199, 0.2696, -3.2826], [-2.6378, 2.1580, 1.2960], [-0.3577, 0.9624, 1.6135], [-0.3535, 2.5998, 3.2664], [-2.2242, 0.5761, -3.3307], [1.5187, -2.1294, -0.3892], [3.7065, 0.1654, -2.2342], [3.6324, 2.8764, -0.5913], [-0.4232, 3.6055, 3.2048], [-0.2530, 0.1257, -1.0850], [-1.9369, 0.7170, -2.3727], [-2.0249, 2.4507, 2.0436], [-2.9178, -3.7736, 1.3397], [2.0892, -2.6002, 0.5861], [2.9179, 1.0087, -0.6932], [3.7479, 1.9478, -0.9714], [-2.6878, 0.7308, -1.6974], [0.7353, -0.0331, -3.4090], [3.2498, -0.0628, -1.3627], [-1.1933, -3.6975, 1.8916], [-0.7640, 0.3605, -2.1243], [0.6717, -0.5114, 0.5453], [0.4844, 2.1939, 3.6580]],
  "lowdin_spin": [0.000, 0.000, 0.000, -0.002, 0.000, 0.000, 0.383, 0.002, 0.471, -0.001, 0.000, 0.000, 0.000, 0.000, 0.000, 0.000, 0.001, 0.000, 0.000, 0.129, 0.000, 0.000, 0.000, 0.000, 0.000, 0.000, 0.000, 0.004, 0.000, 0.000, 0.000, 0.000, -0.001, 0.000, 0.000, 0.014, 0.000],
  "e_lumo_ev": [-2.466, -4.021],
  "energy_ev": -80110.032,
  "fmax_ev_per_a": 9.5,
  "spin_multiplicity": 2,
  "de_lowest_kcal_mol": 81.05,
  "homo_lumo_gap_ev": [9.96, 8.06],
  "total_charge": 1
}